No. 1
Molecular formula: C6H11P
Method: DFT, ωB97M-V/def2-TZVPD

- SMILES: C=CPCC.C#C
- Relative energy (zero: lowest compared OMol25 entry of this formula, charge and spin): 79.3 kcal per mole
- Lowest unoccupied orbital energy: 1.105 eV
- Max |F|: 0.11205 hartree/bohr
- E: -576.3913 hartree

Atoms and positions in Å:
P 0.16 0.38 0.22
C 2.08 0.28 0.30
C -0.34 -1.34 0.06
C -0.97 -1.99 -0.94
C -3.19 0.63 0.24
C 2.66 1.64 0.16
C -4.11 -0.07 0.46
H 3.80 1.49 0.07
H -0.31 -1.75 1.00
H -1.32 -3.04 -1.13
H 2.64 2.18 1.14
H -2.58 1.45 0.25
H -4.74 -0.94 0.72
H 2.34 -0.46 -0.32
H 2.21 2.19 -0.64
H 2.35 -0.05 1.36
H -1.00 -1.39 -1.90
H 0.33 0.78 -1.07

***

No. 2
Molecular formula: C6H11P
Method: DFT, ωB97M-V/def2-TZVPD

- SMILES: C=CPCC.C#C
- Relative energy (zero: lowest compared OMol25 entry of this formula, charge and spin): 100.0 kcal per mole
- Lowest unoccupied orbital energy: 1.090 eV
- Max |F|: 0.11895 hartree/bohr
- E: -576.3582 hartree

Atoms and positions in Å:
P 0.76 -0.92 -0.06
C -1.64 -0.22 3.28
C 1.63 -0.84 -2.74
C -1.31 0.81 0.16
C 1.90 -0.42 -1.49
C 0.18 0.82 0.09
C -0.72 -0.85 2.91
H -1.68 1.84 -0.14
H -1.71 0.64 1.17
H -1.82 -0.04 -0.34
H -0.06 -1.68 2.82
H 0.59 1.37 0.86
H 2.73 0.12 -1.11
H 2.34 -0.50 -3.45
H -0.29 -0.82 -0.97
H -2.14 0.73 2.94
H 0.40 1.31 -0.79
H 0.85 -1.36 -3.13

***

No. 3
Molecular formula: C6H11P
Method: DFT, ωB97M-V/def2-TZVPD

- SMILES: CCC1=P[C@H]1CC
- Relative energy (zero: lowest compared OMol25 entry of this formula, charge and spin): 89.4 kcal per mole
- Lowest unoccupied orbital energy (spin up / spin down): -0.515 / 0.167 eV
- Max |F|: 0.10735 hartree/bohr
- E: -576.3752 hartree

Atoms and positions in Å:
P -1.01 0.57 -2.77
C 0.25 -0.23 -1.20
C 1.91 -1.34 0.26
C -1.59 1.02 0.10
C -1.03 1.13 1.52
C 0.88 -1.43 -0.85
C -0.45 0.96 -0.95
H -2.38 0.27 -0.07
H -1.53 1.84 2.15
H 1.32 -1.94 -1.75
H -2.25 1.95 -0.25
H 0.23 -2.24 -0.44
H 2.17 -2.44 0.62
H -0.98 0.20 2.20
H 0.13 1.92 -0.97
H 1.50 -0.71 1.01
H -0.02 1.47 1.48
H 2.85 -0.99 -0.08

***

No. 4
Molecular formula: C6H12
Method: DFT, ωB97M-V/def2-TZVPD

- SMILES: CC(C)C1CC1
- Relative energy (zero: lowest compared OMol25 entry of this formula, charge and spin): 84.3 kcal per mole
- Lowest unoccupied orbital energy: 1.224 eV
- Max |F|: 0.08410 hartree/bohr
- E: -235.6839 hartree

Atoms and positions in Å:
C -0.67 -0.02 -0.64
C 0.13 -1.17 1.52
C -0.13 0.67 -1.86
C -0.13 -0.83 -1.78
C 0.02 1.35 1.35
C 0.13 0.02 0.61
H 1.39 -0.01 0.16
H 0.01 1.37 2.45
H -0.84 -1.39 -2.37
H 0.83 1.17 -1.77
H 0.79 -0.98 2.38
H 1.06 1.18 0.91
H -1.75 0.02 -0.51
H -0.83 1.16 -2.53
H 0.83 -1.31 -1.62
H -0.87 -1.41 1.91
H -0.50 2.19 0.87
H 0.53 -2.00 0.94

***

No. 5
Molecular formula: C6H12
Method: DFT, ωB97M-V/def2-TZVPD

- SMILES: C=CC.C=CC
- Relative energy (zero: lowest compared OMol25 entry of this formula, charge and spin): 52.4 kcal per mole
- Lowest unoccupied orbital energy: 1.048 eV
- Max |F|: 0.02777 hartree/bohr
- E: -235.7347 hartree

Atoms and positions in Å:
C -1.21 -2.08 -2.58
C 2.77 0.55 1.08
C -2.47 -0.85 -0.83
C 1.15 2.16 2.07
C -1.32 -1.70 -1.32
C 1.61 1.20 1.02
H 2.96 -0.32 0.46
H 3.60 1.01 1.61
H -0.41 -2.70 -2.96
H 0.94 0.90 0.21
H -0.65 -1.95 -0.51
H 0.35 2.82 1.73
H 0.72 1.57 2.88
H -3.00 -0.44 -1.68
H -1.90 -1.57 -3.25
H 1.96 2.78 2.45
H -2.06 0.03 -0.30
H -3.04 -1.40 -0.09

***

No. 6
Molecular formula: C6H12
Method: DFT, ωB97M-V/def2-TZVPD

- SMILES: C=CC.C=CC
- Relative energy (zero: lowest compared OMol25 entry of this formula, charge and spin): 68.5 kcal per mole
- Lowest unoccupied orbital energy: 1.107 eV
- Max |F|: 0.05126 hartree/bohr
- E: -235.7090 hartree

Atoms and positions in Å:
C 2.96 0.00 -1.34
C -2.68 0.59 1.93
C 1.59 -1.83 -0.33
C 1.75 -0.55 -0.61
C -1.54 1.21 -0.20
C -2.32 0.37 0.47
H 0.87 -2.21 0.38
H -2.27 -0.27 2.50
H -2.14 1.48 2.23
H 3.68 -0.76 -1.65
H 3.47 0.81 -0.83
H -3.73 0.64 2.16
H -1.70 1.41 -1.26
H 0.99 0.20 -0.44
H -2.89 -0.36 -0.10
H 2.50 0.31 -2.30
H -0.63 1.64 0.23
H 2.08 -2.66 -0.82

***

No. 7
Molecular formula: C6H12
Method: DFT, ωB97M-V/def2-TZVPD

- SMILES: C[C@H]1CC1(C)C
- Relative energy (zero: lowest compared OMol25 entry of this formula, charge and spin): 21.4 kcal per mole
- Lowest unoccupied orbital energy: 1.104 eV
- Max |F|: 0.00360 hartree/bohr
- E: -235.7842 hartree

Atoms and positions in Å:
C -0.79 -1.97 0.15
C -0.35 -0.76 -0.63
C -1.15 0.52 -0.64
C 0.35 0.72 1.46
C 1.38 1.12 -0.81
C 0.23 0.50 -0.03
H -1.10 -1.73 1.17
H 0.09 -1.01 -1.59
H -1.64 -2.46 -0.34
H 1.37 0.55 1.81
H 1.64 2.11 -0.43
H 0.02 -2.71 0.22
H 0.08 1.75 1.71
H 1.14 1.22 -1.88
H -1.31 1.04 -1.58
H -0.32 0.07 2.04
H 2.28 0.49 -0.74
H -1.98 0.59 0.06

***

No. 8
Molecular formula: C6H12
Method: DFT, ωB97M-V/def2-TZVPD

- Relative energy (zero: lowest compared OMol25 entry of this formula, charge and spin): 86.1 kcal per mole
- Lowest unoccupied orbital energy: 0.578 eV
- Max |F|: 0.00836 hartree/bohr
- E: -235.6811 hartree

Atoms and positions in Å:
C -0.87 0.78 -1.72
C 0.00 1.84 -0.98
C 0.94 0.89 -0.34
C 0.43 0.43 0.97
C 0.80 -0.99 1.38
C -0.04 -2.04 0.65
H -0.64 0.65 1.18
H -0.28 -0.11 -1.97
H -1.70 0.46 -1.09
H 0.66 -1.11 2.46
H 1.00 1.15 1.60
H 0.14 -2.01 -0.43
H -1.11 -1.88 0.82
H 1.86 -1.15 1.16
H -0.64 2.43 -0.31
H 0.48 2.50 -1.71
H 0.20 -3.05 1.00
H -1.25 1.19 -2.66

***

No. 9
Molecular formula: C6H12
Method: DFT, ωB97M-V/def2-TZVPD

- Relative energy (zero: lowest compared OMol25 entry of this formula, charge and spin): 102.9 kcal per mole
- Lowest unoccupied orbital energy: 1.189 eV
- Max |F|: 0.10227 hartree/bohr
- E: -235.6543 hartree

Atoms and positions in Å:
C -2.21 1.10 -0.27
C -0.02 0.37 0.21
C -0.12 -1.06 0.51
C 2.28 -0.85 0.71
C -0.92 0.93 -1.11
C 1.10 -0.58 -0.11
H 1.46 -1.01 -1.19
H -3.08 1.99 -0.77
H -1.81 1.64 0.65
H 2.66 -1.85 0.21
H 0.11 -1.49 1.57
H -0.87 -1.57 0.08
H -0.53 1.96 -1.52
H 2.28 -0.81 1.81
H -2.47 -0.02 -0.04
H 0.03 1.15 0.99
H -1.01 0.22 -1.97
H 3.10 -0.12 0.24

***

No. 10
Molecular formula: C6H12
Method: DFT, ωB97M-V/def2-TZVPD

- SMILES: C[C@@H]1CC[C@@H]1C
- Relative energy (zero: lowest compared OMol25 entry of this formula, charge and spin): 20.3 kcal per mole
- Lowest unoccupied orbital energy: 1.215 eV
- Max |F|: 0.00420 hartree/bohr
- E: -235.7859 hartree

Atoms and positions in Å:
C 0.91 -0.03 0.21
C 0.56 -1.14 -0.81
C -1.54 0.75 0.15
C 1.37 1.36 -0.20
C -0.52 -0.19 0.79
C -0.55 -1.60 0.16
H -2.56 0.45 0.42
H 1.33 -1.87 -1.08
H -0.18 -2.36 0.86
H -1.47 0.73 -0.94
H 1.31 2.04 0.66
H 0.14 -0.73 -1.74
H -1.40 1.79 0.47
H 1.63 -0.46 0.92
H -0.61 -0.14 1.88
H 0.75 1.78 -0.99
H 2.41 1.37 -0.54
H -1.50 -1.94 -0.26

***

No. 11
Molecular formula: C6H12
Method: DFT, ωB97M-V/def2-TZVPD

- Relative energy (zero: lowest compared OMol25 entry of this formula, charge and spin): 138.0 kcal per mole
- Lowest unoccupied orbital energy (spin up / spin down): 0.321 / 0.322 eV
- Max |F|: 0.00847 hartree/bohr
- E: -235.5983 hartree

Atoms and positions in Å:
C 0.60 0.34 -0.44
C -1.28 -0.99 0.69
C -2.32 -0.02 0.15
C 0.15 -0.57 0.52
C 1.83 1.20 -0.26
C 2.15 0.03 -1.00
H -2.27 0.07 -0.94
H 0.87 -1.25 0.97
H -0.14 0.77 -1.11
H 2.41 0.04 -2.07
H -3.33 -0.35 0.41
H -2.18 0.98 0.58
H 1.64 1.01 1.43
H 1.11 0.58 1.93
H 1.84 2.12 -0.85
H -1.42 -1.99 0.23
H 2.46 -0.88 -0.49
H -1.44 -1.15 1.76

***

No. 12
Molecular formula: C6H12
Method: DFT, ωB97M-V/def2-TZVPD

- Relative energy (zero: lowest compared OMol25 entry of this formula, charge and spin): 116.0 kcal per mole
- Lowest unoccupied orbital energy: -0.058 eV
- Max |F|: 0.00730 hartree/bohr
- E: -235.6334 hartree

Atoms and positions in Å:
C -1.07 0.61 -0.60
C 0.26 -1.90 1.47
C 0.51 1.52 1.30
C 0.24 1.21 -0.13
C -0.92 -0.27 -1.84
C 1.36 0.51 0.58
H 0.70 1.86 -0.88
H 1.04 2.41 1.64
H 1.01 -1.18 1.09
H -1.76 1.44 -0.82
H -0.65 -1.86 0.87
H 0.72 -2.88 1.40
H 0.03 -1.65 2.51
H -0.22 1.15 2.02
H -1.89 -0.64 -2.19
H -0.47 0.29 -2.67
H -0.27 -1.13 -1.63
H -1.54 0.04 0.21